144
Properties=species:S:1:pos:R:3 method="wB97M-V/def2-TZVPD" charge=0
C 18.98430 -6.20211 1.21865
C 18.35596 -6.70886 2.46896
C 19.25099 -7.50535 3.44955
O 19.82688 -8.67031 2.78029
C 20.83805 -9.25247 3.55615
N 17.61774 -5.66222 3.17882
H 19.15668 -7.01671 0.51358
H 19.94306 -5.72258 1.42273
H 18.29431 -5.50753 0.74265
H 17.65585 -7.52081 2.24321
H 18.76214 -7.86066 4.35723
H 20.11840 -6.88976 3.71853
H 21.62404 -8.53698 3.81185
H 21.37459 -10.03614 3.01379
H 20.46404 -9.79457 4.43473
H 16.82049 -5.30670 2.66830
H 18.23969 -4.87829 3.36215
C 22.89444 -6.47911 1.50116
C 24.09047 -5.73632 0.88682
C 23.61814 -5.22301 -0.47100
O 24.60486 -4.33181 -1.00291
C 25.75383 -5.04540 -1.55817
N 24.49288 -4.62822 1.74692
H 22.64717 -7.35309 0.89651
H 22.05751 -5.79504 1.66158
H 23.08159 -6.81019 2.52489
H 24.90519 -6.43145 0.66967
H 22.66313 -4.70949 -0.33581
H 23.41069 -6.03839 -1.17183
H 26.34324 -5.56989 -0.80586
H 26.41507 -4.29983 -1.99304
H 25.24895 -5.70410 -2.26430
H 23.69369 -4.18378 2.20612
H 24.81968 -3.99617 1.02039
C 16.69605 -4.69950 7.49513
C 17.57628 -4.26322 6.34354
O 18.62388 -5.25366 6.10096
O 17.30007 -4.96195 8.71766
H 16.03757 -5.49216 7.11940
H 16.00730 -3.86949 7.71813
H 18.16417 -3.40534 6.67468
H 16.99480 -4.05971 5.44786
H 18.35501 -5.58748 5.23308
H 16.59500 -5.15960 9.33769
C 15.09572 -2.22990 0.27975
C 15.35986 -2.46858 -1.20305
O 15.51276 -3.89373 -1.44338
O 16.17120 -2.74711 1.07029
H 14.20295 -2.76904 0.60556
H 15.00115 -1.18378 0.56661
H 16.28526 -1.98567 -1.52940
H 14.63149 -1.97608 -1.85207
H 15.46809 -3.96247 -2.40260
H 16.00123 -3.70199 1.02394
C 21.58606 -12.41193 9.32684
C 20.36107 -11.94374 8.49756
O 20.74812 -11.66888 7.17681
O 22.42616 -11.34520 9.80369
H 22.16267 -13.22053 8.87769
H 21.22948 -12.75506 10.30217
H 19.94653 -11.08915 9.04039
H 19.60049 -12.72306 8.54890
H 21.14965 -10.78400 7.13533
H 23.02648 -11.19970 9.06219
C 21.17312 -8.03622 6.99888
O 22.09035 -7.45274 6.41234
N 19.88188 -7.81231 6.83088
N 21.50387 -8.94795 7.94819
H 19.45872 -7.04877 6.32461
H 19.31941 -8.43392 7.38862
H 22.50042 -8.92109 8.10010
H 20.96505 -9.23784 8.74782
C 22.24160 -9.95366 0.09587
O 22.79478 -10.47747 1.04734
N 22.92064 -9.50031 -1.00873
N 20.92049 -9.89327 -0.13330
H 23.91478 -9.43697 -1.12200
H 22.30674 -9.12874 -1.71720
H 20.69029 -9.18708 -0.81015
H 20.43459 -10.36126 0.61809
C 19.87926 -2.78113 1.64196
O 19.49596 -2.86646 2.81027
N 19.09254 -3.00872 0.55746
N 21.14327 -2.50340 1.27845
H 19.54207 -2.85515 -0.32649
H 18.08425 -3.08306 0.58869
H 21.78872 -2.21366 1.99854
H 21.51568 -2.70380 0.36936
C 21.18972 -13.23722 3.59295
O 22.15845 -12.49048 3.51237
N 20.96522 -14.23021 2.69761
N 20.29743 -13.21930 4.61123
H 21.45112 -14.17943 1.81872
H 20.02186 -14.55324 2.83126
H 19.49271 -13.81997 4.62666
H 20.48184 -12.67251 5.44137
C 20.88684 -6.98303 -2.72132
O 21.39325 -8.09499 -2.86715
N 20.59723 -6.17008 -3.75699
N 20.75408 -6.39666 -1.52665
H 20.90405 -6.22731 -4.71013
H 19.94226 -5.42939 -3.56984
H 20.88186 -6.90872 -0.66956
H 20.44307 -5.44239 -1.49954
C 22.32314 -4.18417 4.52531
O 22.87023 -3.46314 3.68819
N 21.05882 -4.13604 4.95718
N 23.02823 -5.22021 5.01873
H 20.68267 -4.80266 5.60633
H 20.47167 -3.42189 4.55056
H 23.94162 -5.38776 4.63272
H 22.58508 -5.91258 5.60618
C 13.92820 -5.74017 1.21463
O 14.83759 -5.17096 1.82124
N 13.19010 -6.73421 1.74046
N 13.77503 -5.55920 -0.12115
H 13.34248 -7.06732 2.68756
H 12.50265 -7.20394 1.17932
H 13.17468 -6.08629 -0.72769
H 14.45306 -4.91107 -0.52002
C 13.42925 -5.90780 5.18355
O 13.09394 -6.90039 4.54716
N 14.46866 -5.12753 4.82364
N 12.81096 -5.42736 6.29839
H 14.88668 -5.36344 3.93293
H 14.58464 -4.19138 5.16695
H 13.12697 -4.54087 6.64215
H 12.07753 -5.97324 6.71408
C 17.14606 -11.66222 1.86683
O 16.38167 -11.65559 0.91512
N 17.50362 -12.74446 2.59067
N 17.89593 -10.61052 2.28991
H 16.90405 -13.51567 2.32291
H 17.84096 -12.65797 3.53117
H 17.93200 -9.74738 1.77743
H 18.46680 -10.70541 3.10747
C 24.15828 -9.92891 4.39545
O 24.55396 -10.60742 3.47200
N 23.46628 -10.42793 5.48693
N 24.26441 -8.58782 4.47299
H 23.51753 -9.72534 6.20380
H 23.22938 -11.39580 5.60973
H 24.82269 -8.20166 3.73022
H 23.82367 -8.09042 5.22748

10
Properties=species:S:1:pos:R:3 method="wB97M-V/def2-TZVPD" charge=0 smiles="O=C1NN1/C=N/O"
C 0.56094 -0.15146 -0.13327
C -1.92004 -0.18169 0.17139
N -0.67689 0.31604 0.35706
N -1.81044 1.04274 -0.37990
N 1.67217 -0.09931 0.54059
O -2.46940 -1.21976 0.28698
O 2.70683 -0.51084 -0.31462
H 0.40756 -0.61265 -1.02566
H -1.97271 1.74977 0.24522
H 3.50197 -0.33283 0.25222

84
Properties=species:S:1:pos:R:3 method="wB97M-V/def2-TZVPD" charge=-1
Cs -0.36827 1.40739 0.41247
C -4.08606 1.89690 -0.79193
N -3.21485 2.81837 -0.09520
C -3.02822 4.06289 -0.82574
C -1.75261 4.79873 -0.42180
N -0.63300 3.92297 -0.67240
C 0.60604 4.31777 -0.46094
C 1.67417 3.40707 -0.74745
F 1.34220 2.17960 -1.23995
C 3.01386 3.70090 -0.64503
F 3.93637 2.78381 -1.03441
C 3.43660 4.93509 -0.17662
F 4.75816 5.22977 -0.05445
C 2.45330 5.85476 0.15987
F 2.82483 7.07156 0.62374
C 1.11345 5.56196 0.03185
F 0.24238 6.55808 0.37092
C -3.59783 3.00120 1.30671
C -2.67586 2.24338 2.25687
N -2.72496 0.83872 1.91324
C -1.96018 -0.04161 2.54590
C -0.97912 0.13990 3.56325
F -0.78370 1.37960 4.11155
C -0.18023 -0.87745 4.05562
F 0.74938 -0.58757 4.99844
C -0.32459 -2.18183 3.62529
F 0.45607 -3.17971 4.10932
C -1.30445 -2.43386 2.67106
F -1.52836 -3.71010 2.27206
C -2.06137 -1.41473 2.15416
F -3.00887 -1.74733 1.22515
H -5.09682 2.31055 -0.96153
H -4.17694 0.98613 -0.20077
H -3.65923 1.65655 -1.76931
H -3.89636 4.73908 -0.70884
H -2.94165 3.81270 -1.88541
H -1.82655 5.10513 0.63243
H -1.70723 5.73146 -1.00323
H -4.62388 2.64587 1.46558
H -3.58007 4.06490 1.55617
H -2.98384 2.44649 3.29446
H -1.66488 2.67656 2.14575
C -4.94217 -2.59178 -1.21193
C -4.59131 -1.86909 -2.45300
N -5.34399 -1.69379 -3.50291
N -4.56955 -0.96125 -4.35633
C -3.35323 -0.65883 -3.85386
S -2.08539 0.18309 -4.52612
N -3.38756 -1.24578 -2.61708
N -2.33308 -1.31997 -1.70011
H -5.87257 -3.13154 -1.36485
H -5.05734 -1.89836 -0.38098
H -4.14491 -3.28063 -0.94354
H -4.90734 -0.69172 -5.26422
H -2.55387 -0.67870 -0.93795
H -1.50240 -0.97973 -2.19339
O 7.05043 -2.09084 -1.35782
C 6.74269 -0.75209 -1.01584
C 5.39454 -0.68729 -0.35173
C 5.04453 0.41479 0.41319
C 3.76851 0.47814 0.94838
N 2.85170 -0.46764 0.78961
C 3.20325 -1.54316 0.08802
C 4.45185 -1.69056 -0.50695
C 2.23323 -2.67151 0.03864
C 2.70011 -3.96008 0.27223
C 1.80693 -5.02095 0.26030
C 2.25987 -6.42720 0.56084
O 3.53040 -6.73970 0.01715
C 0.47917 -4.73359 -0.00395
C 0.10620 -3.41581 -0.22710
N 0.95178 -2.39296 -0.20713
H 7.80359 -2.08486 -1.95491
H 6.72131 -0.12209 -1.91508
H 7.49915 -0.34014 -0.33639
H 5.73713 1.22929 0.57440
H 3.46647 1.34281 1.52749
H 4.68672 -2.57318 -1.08080
H 3.74433 -4.13009 0.49173
H 1.49773 -7.13774 0.21571
H 2.36433 -6.55796 1.64098
H 3.50691 -6.53144 -0.92357
H -0.26714 -5.51297 -0.02497
H -0.92782 -3.17479 -0.43301

88
Properties=species:S:1:pos:R:3 method="wB97M-V/def2-TZVPD" charge=-1
Ba 2.29888 -0.59901 -0.69359
C 1.71195 1.89651 -5.30425
O 0.81895 0.76884 -5.15722
C 1.07620 0.26106 -3.93171
N 2.04832 0.74409 -3.27426
C 2.71760 1.71821 -4.15274
C 3.14410 3.00993 -3.48695
C 3.32197 4.13900 -4.28120
C 3.75337 5.33845 -3.73202
C 4.02418 5.41837 -2.37356
C 3.86104 4.29264 -1.57953
C 3.42636 3.09464 -2.12868
C 0.13778 -0.83387 -3.53605
C -1.09867 -1.03318 -4.14315
C -1.89599 -2.06295 -3.67664
C -1.47758 -2.86519 -2.62525
C -0.23325 -2.60743 -2.07224
N 0.53665 -1.65076 -2.57566
C 0.26990 -3.35969 -0.87573
N 1.34055 -3.14819 -0.22992
C 1.42890 -4.07205 0.89637
C 0.17407 -4.96274 0.69535
O -0.49778 -4.39538 -0.46076
C 1.52784 -3.41181 2.26725
C 1.88307 -4.24293 3.32741
C 1.97596 -3.75218 4.61851
C 1.72566 -2.40975 4.86796
C 1.38116 -1.57137 3.82027
C 1.28592 -2.06469 2.52715
H 1.12626 2.80963 -5.20369
H 2.15493 1.83563 -6.29514
H 3.62717 1.22729 -4.51634
H 3.11640 4.09327 -5.34595
H 3.87336 6.20706 -4.36794
H 4.35944 6.35033 -1.93556
H 4.07326 4.32911 -0.51825
H 3.30826 2.25939 -1.45465
H -1.43333 -0.37480 -4.93180
H -2.87192 -2.22373 -4.11575
H -2.10646 -3.64659 -2.22310
H 2.33894 -4.66221 0.77500
H -0.50908 -4.93494 1.54185
H 0.41957 -5.99260 0.44392
H 2.09490 -5.29151 3.13850
H 2.25103 -4.41519 5.42906
H 1.81163 -2.01672 5.87301
H 1.21058 -0.51668 3.99677
H 0.96230 -1.41191 1.72886
O 5.19874 1.14614 1.86712
S 4.25996 0.49037 0.99221
O 4.00398 -0.94582 1.32031
O 4.65867 0.50338 -0.45606
O 2.88645 1.15988 1.02054
C -0.12902 1.92804 2.22935
C -1.00063 2.42332 1.12341
C -2.32913 2.69650 1.22220
C -3.00782 3.09269 0.04656
N -2.41068 3.25491 -1.11112
C -1.07341 3.02473 -1.21823
S -0.21998 3.29677 -2.62303
N -0.41550 2.58355 -0.08395
C -4.48715 3.32619 0.07845
H -0.63480 2.02614 3.18791
H 0.82639 2.45447 2.25648
H 0.10147 0.87571 2.04952
H -2.84894 2.60049 2.16480
H 0.58963 2.42370 -0.13305
H -4.83055 3.63601 1.06467
H -5.00001 2.39439 -0.17373
H -4.75650 4.06565 -0.67231
O -2.22981 -0.20623 -0.97014
C -1.62409 -0.58531 0.03394
O -0.37916 -0.72178 0.20168
C -2.49536 -0.96756 1.22785
C -2.12001 -1.97819 2.10041
C -2.97194 -2.32419 3.13466
C -4.15891 -1.66614 3.38211
C -4.48669 -0.64904 2.50739
C -3.69922 -0.31026 1.42435
N -5.74037 0.08924 2.73628
O -6.50444 -0.33661 3.57981
O -5.92842 1.09874 2.08668
N -2.61420 -3.45750 4.01031
O -1.54350 -3.99690 3.82671
O -3.37870 -3.73277 4.91762
H -1.17457 -2.48565 1.97314
H -4.80076 -1.94405 4.20239
H -4.00536 0.45363 0.72478

Short version: frontier orbital gap = 8.00, 10.44, 6.03, 6.69 eV, in the order given.
Short version: calculated total energy = -3521.68668, -392.58855, -3297.03351, -3498.03553 Eh, in the order given.